# 1
C26H25F4N4O5RhS | ωB97M-V with the def2-TZVPD basis set

Geometry (Å):
Rh1 0.2417 0.5242 0.2477
C1 -2.3279 -1.7021 -0.7496
C2 -2.7119 -0.6556 0.2932
N1 -1.6404 -0.3700 1.2683
C3 -1.3464 -1.5942 2.0476
C4 -0.2339 -1.4375 3.0789
C5 -2.0595 0.7307 2.1563
C6 -1.9032 2.0982 1.5160
N2 -0.5028 2.2677 1.1296
C7 -0.0351 3.4680 0.6816
C8 1.2904 3.5443 0.2043
F1 2.0298 2.4011 0.1688
C9 1.8774 4.7006 -0.2432
F2 3.1506 4.6601 -0.6669
C10 1.1831 5.8923 -0.2660
C11 -0.1214 5.8553 0.1759
F3 -0.8446 6.9852 0.1712
C12 -0.7232 4.6985 0.6291
F4 -2.0027 4.7962 1.0312
H1 -2.8633 -1.5100 -1.6801
H2 -2.5715 -2.7147 -0.4279
H3 -1.2578 -1.6545 -0.9638
H4 -3.6048 -0.9804 0.8449
H5 -2.9591 0.2809 -0.2009
H6 -1.0616 -2.3643 1.3324
H7 -2.2659 -1.9283 2.5496
H8 0.5560 -0.7923 2.6925
H9 0.2046 -2.4108 3.3016
H10 -0.5913 -1.0120 4.0159
H11 -1.4264 0.7090 3.0420
H12 -3.1006 0.5867 2.4735
H13 -2.2121 2.8389 2.2532
H14 -2.5541 2.2127 0.6445
H15 1.6351 6.8087 -0.6146
O1 0.7784 -0.2959 -1.9087
C13 -0.1739 0.3625 -2.3807
N3 -0.9266 1.1331 -1.5920
C14 -1.9757 1.6640 -2.3306
O2 -2.8759 2.3464 -1.9023
C15 -1.7969 1.2014 -3.7597
C16 -2.5349 1.4526 -4.8922
C17 -2.1096 0.8553 -6.0809
C18 -0.9882 0.0354 -6.1082
C19 -0.2498 -0.2140 -4.9505
C20 -0.6751 0.3881 -3.7875
H16 -3.4116 2.0867 -4.8564
H17 -2.6621 1.0339 -6.9942
H18 -0.6816 -0.4167 -7.0428
H19 0.6234 -0.8531 -4.9695
N4 2.3194 -0.5290 0.6209
C21 2.6151 -1.7929 1.1900
C22 3.3384 -1.8856 2.3739
C23 3.5851 -3.1233 2.9382
C24 3.1006 -4.2605 2.3047
C25 2.3742 -4.1844 1.1272
C26 2.1253 -2.9397 0.5754
S1 3.4761 -5.8284 3.0219
O3 2.6552 -6.8411 2.3864
O4 3.2250 -5.7537 4.4511
O5 4.8931 -6.1029 2.7921
H20 2.9046 0.2097 0.9927
H21 2.4018 -0.5490 -0.3937
H22 3.7003 -0.9866 2.8594
H23 4.1500 -3.2148 3.8567
H24 2.0050 -5.0866 0.6579
H25 1.5439 -2.8435 -0.3354

Summary:
Kohn-Sham gap (alpha / beta): 7.452 / 3.312 eV
HOMO energy (alpha / beta): -7.5 / -7.8 eV
Spin multiplicity: 5
Total charge: 0
Total energy: -2509.08666 Ha

Charges in e, computed with natural (NBO), in the same order as the atoms: Rh 1.10; C -0.63; C -0.23; N -0.45; C -0.22; C -0.63; C -0.23; C -0.26; N -0.62; C 0.05; C 0.31; F -0.34; C 0.34; F -0.31; C -0.37; C 0.34; F -0.31; C 0.31; F -0.31; H 0.23; H 0.21; H 0.22; H 0.18; H 0.23; H 0.21; H 0.18; H 0.20; H 0.23; H 0.21; H 0.21; H 0.19; H 0.21; H 0.22; H 0.25; O -0.72; C 0.64; N -0.72; C 0.67; O -0.57; C -0.14; C -0.17; C -0.20; C -0.20; C -0.20; C -0.07; H 0.23; H 0.22; H 0.22; H 0.23; N -0.88; C 0.27; C -0.27; C -0.15; C -0.39; C -0.14; C -0.28; S 2.34; O -0.76; O -0.73; O -0.69; H 0.40; H 0.42; H 0.22; H 0.24; H 0.25; H 0.24

***

# 2
C26H25N2S | ωB97M-V with the def2-TZVPD basis set

Geometry (Å):
C1 -4.9561 -0.8240 4.8274
C2 -3.6637 -0.2363 4.3488
C3 -2.4588 -0.5133 5.0142
C4 -1.2683 0.0771 4.6107
C5 -1.2168 0.9932 3.5242
C6 0.0089 1.6324 3.1283
C7 0.1587 2.2841 1.9002
C8 1.2931 2.8922 1.3625
C9 1.3043 3.6750 0.1561
C10 2.5258 4.1806 -0.3766
C11 2.5523 4.9846 -1.5071
C12 1.3667 5.3170 -2.1799
C13 1.3968 6.2082 -3.3869
C14 0.1564 4.7967 -1.6998
C15 0.1150 3.9949 -0.5659
C16 -2.4469 1.2214 2.8320
C17 -3.6301 0.6205 3.2415
H1 -5.7922 -0.4882 4.2078
H2 -4.9445 -1.9205 4.8047
H3 -5.1751 -0.5280 5.8611
H4 -2.4734 -1.2067 5.8601
H5 -0.3337 -0.1901 5.1086
H6 0.8437 1.5785 3.8252
H7 -0.7283 2.2847 1.2631
H8 2.2595 2.7083 1.8383
H9 3.4548 3.9315 0.1356
H10 3.5005 5.3716 -1.8860
H11 0.3881 6.3586 -3.7804
H12 1.8117 7.1967 -3.1545
H13 2.0095 5.7870 -4.1933
H14 -0.7594 5.0448 -2.2402
H15 -0.8441 3.6205 -0.2101
H16 -2.4589 1.8594 1.9500
H17 -4.5598 0.8155 2.7021
C18 5.1351 6.4188 7.4461
C19 4.1003 5.5110 7.7094
C20 3.2402 5.1804 6.6642
C21 3.3757 5.7079 5.3698
C22 4.3912 6.6270 5.1221
C23 5.2667 6.9748 6.1654
S1 2.1580 5.0160 4.2795
C24 1.5409 3.9855 5.5445
N1 0.6716 3.0294 5.6473
C25 0.5376 2.7358 7.1111
C26 1.6563 3.4903 7.8193
N2 2.1723 4.3071 6.7271
H18 5.8314 6.6920 8.2406
H19 3.9598 5.0637 8.6963
H20 4.4851 7.0558 4.1271
H21 6.0668 7.6901 5.9819
H22 -0.4364 3.1321 7.4285
H23 0.5834 1.6593 7.3003
H24 1.2867 4.1294 8.6250
H25 2.4374 2.8225 8.1948

Summary:
Kohn-Sham gap: 4.886 eV
HOMO energy: -10.0 eV
Total charge: +1
Total energy: -1513.20659 Ha

Charges in e, computed with natural (NBO), in the same order as the atoms: C -0.65; C 0.08; C -0.23; C -0.12; C -0.08; C 0.09; C -0.34; C 0.08; C -0.20; C -0.10; C -0.23; C 0.09; C -0.65; C -0.25; C -0.05; C -0.14; C -0.22; H 0.23; H 0.24; H 0.24; H 0.23; H 0.22; H 0.25; H 0.21; H 0.23; H 0.22; H 0.23; H 0.23; H 0.24; H 0.24; H 0.23; H 0.21; H 0.21; H 0.23; C -0.18; C -0.28; C 0.23; C -0.23; C -0.19; C -0.23; S 0.35; C 0.27; N -0.56; C -0.24; C -0.23; N -0.42; H 0.23; H 0.23; H 0.22; H 0.23; H 0.21; H 0.20; H 0.22; H 0.20

***

# 3
C26H25N3O2S | ωB97M-V with the def2-TZVPD basis set

Geometry (Å):
C1 -8.5762 1.2897 2.0498
C2 -7.1808 1.2588 1.5429
C3 -6.1448 2.1429 1.6905
C4 -5.0518 1.5990 0.9914
C5 -5.4889 0.4056 0.4542
C6 -4.8617 -0.5894 -0.3452
C7 -3.5985 -0.6032 -0.8074
S1 -2.3542 0.5895 -0.5645
C8 -1.2625 -0.4266 -1.5750
N1 -1.7740 -1.5177 -2.0189
C9 -3.0727 -1.7276 -1.6557
O1 -3.7448 -2.6843 -1.9589
N2 -0.0378 -0.0066 -1.8505
C10 0.5978 1.1275 -1.2294
H1 -0.1385 1.7148 -0.6806
C11 1.7030 0.6361 -0.2895
N3 2.6505 -0.1458 -1.0589
C12 1.9970 -1.3166 -1.6093
C13 0.8889 -0.8613 -2.5614
H2 0.3377 -1.7135 -2.9569
H3 1.3283 -0.2838 -3.3805
H4 2.7273 -1.9035 -2.1696
H5 1.5564 -1.9574 -0.8261
C14 3.9169 -0.4294 -0.3796
C15 4.7449 0.8308 -0.2384
C16 5.7680 0.8999 0.6995
C17 6.5507 2.0361 0.8037
C18 6.3266 3.1165 -0.0322
C19 5.3248 3.0462 -0.9847
C20 4.5441 1.9090 -1.0910
H6 3.7743 1.8455 -1.8443
H7 5.1530 3.8788 -1.6514
H8 6.9353 4.0044 0.0526
H9 7.3399 2.0760 1.5401
H10 5.9553 0.0587 1.3511
C21 3.7116 -1.1686 0.9277
C22 3.3805 -0.4947 2.0986
C23 3.1195 -1.1939 3.2635
C24 3.1824 -2.5770 3.2761
C25 3.5146 -3.2572 2.1176
C26 3.7755 -2.5566 0.9529
H11 4.0388 -3.0957 0.0532
H12 3.5711 -4.3358 2.1192
H13 2.9772 -3.1215 4.1857
H14 2.8659 -0.6555 4.1650
H15 3.3429 0.5850 2.1041
H16 4.4703 -1.0924 -1.0608
H17 2.2175 1.4949 0.1434
H18 1.2406 0.0499 0.5237
H19 1.0398 1.7469 -2.0165
H20 -5.4761 -1.4390 -0.6177
O2 -6.7899 0.2110 0.7994
H21 -4.0740 2.0235 0.8934
H22 -6.1667 3.0664 2.2324
H23 -8.7725 0.4165 2.6710
H24 -8.7359 2.1896 2.6356
H25 -9.2809 1.2719 1.2192

Summary:
Kohn-Sham gap: 7.769 eV
SMILES string: Cc1ccc(/C=C2\SC(N3CCN(C(c4ccccc4)c4ccccc4)CC3)=NC2=O)o1
HOMO energy: -7.7 eV
Total charge: 0
Total energy: -1718.70673 Ha

Charges in e, computed with natural (NBO), in the same order as the atoms: C -0.65; C 0.32; C -0.33; C -0.26; C 0.21; C -0.17; C -0.29; S 0.24; C 0.39; N -0.60; C 0.63; O -0.56; N -0.41; C -0.20; H 0.22; C -0.25; N -0.45; C -0.23; C -0.23; H 0.26; H 0.20; H 0.21; H 0.18; C -0.12; C 0.05; C -0.23; C -0.21; C -0.22; C -0.21; C -0.23; H 0.22; H 0.21; H 0.21; H 0.21; H 0.22; C 0.05; C -0.25; C -0.20; C -0.21; C -0.21; C -0.23; H 0.21; H 0.22; H 0.22; H 0.21; H 0.22; H 0.22; H 0.22; H 0.19; H 0.20; H 0.26; O -0.39; H 0.23; H 0.23; H 0.23; H 0.23; H 0.23

***

# 4
C26H26BrCeN3O5PSSe2Te | ωB97M-V with the def2-TZVPD basis set

Geometry (Å):
Ce1 -0.6583 -0.7889 0.0070
S1 -1.2079 -3.6065 -0.7314
C1 -0.8986 -2.8478 -2.2659
C2 -1.3953 -3.3079 -3.5201
C3 -1.0997 -2.5787 -4.6962
C4 -0.3252 -1.4340 -4.6705
C5 0.1410 -1.0552 -3.4207
N1 -0.2285 -1.6484 -2.2721
H1 -2.0062 -4.1928 -3.5806
H2 -1.4699 -3.0418 -5.6442
H3 -0.0335 -0.8818 -5.5480
H4 0.8603 -0.3235 -3.2923
Se1 -0.0839 0.1103 4.0574
Se2 -2.3621 0.7884 3.3193
C6 -1.3386 2.1819 2.3991
C7 -1.1644 3.5076 2.9530
C8 -0.3470 4.3792 2.2702
C9 0.3265 3.9437 1.1181
C10 0.0541 2.6816 0.6103
N2 -0.7787 1.7875 1.2653
C11 -0.5499 -1.6620 3.4196
C12 0.0410 -2.7033 4.1623
C13 -0.4061 -4.0073 4.0028
C14 -1.4698 -4.2147 3.0954
C15 -1.9761 -3.1375 2.3896
N3 -1.4166 -1.9054 2.4265
H5 -1.7003 3.7566 3.8479
H6 -0.1582 5.3987 2.6115
H7 0.9889 4.5778 0.5654
H8 0.4219 2.2780 -0.3354
H9 0.8368 -2.4388 4.8582
H10 0.0603 -4.7975 4.5680
H11 -1.8431 -5.2363 2.9216
H12 -2.8679 -3.2836 1.7392
C16 5.3600 2.0046 -0.2299
C17 4.8918 0.9274 -1.2243
O1 3.4532 0.7530 -1.0574
P1 3.0672 -0.5961 -0.2193
O2 1.6290 -0.3186 0.2033
Te1 2.9059 -2.6148 -1.5487
O3 4.1420 -0.4718 0.9660
C18 4.1374 -1.0023 2.3232
C19 3.9562 -2.4925 2.3304
H13 6.4655 1.9763 -0.0879
H14 4.7984 1.8865 0.7445
H15 5.0613 3.0019 -0.5743
H16 5.3894 -0.0655 -1.0810
H17 5.1287 1.1880 -2.2487
H18 3.4126 -0.4268 2.9338
H19 5.1492 -0.7445 2.6874
H20 2.9116 -2.7577 2.3184
H21 4.3598 -2.8895 3.2394
H22 4.4677 -2.9797 1.5040
Br1 -5.8143 0.0713 -0.6699
C20 -4.8758 1.5141 -1.4714
C21 -5.7103 2.4425 -2.0729
C22 -5.1816 3.3007 -3.0003
C23 -3.8051 3.3963 -3.2647
C24 -2.9487 2.5783 -2.5601
C25 -3.4831 1.5805 -1.6798
C26 -2.5616 0.6508 -1.1038
O4 -1.3336 0.7816 -1.4864
O5 -2.9488 -0.2773 -0.2931
H23 -6.7701 2.5032 -1.7799
H24 -5.8635 3.9495 -3.5733
H25 -3.4560 4.1010 -4.0341
H26 -1.8795 2.7318 -2.6196

Summary:
Kohn-Sham gap: 4.905 eV
HOMO energy: -6.3 eV
Spin multiplicity: 2
Total charge: 0
Total energy: -10406.59169 Ha

Charges in e, computed with Mulliken, in the same order as the atoms: Ce 0.69; S -0.47; C 0.50; C -0.88; C -0.08; C -1.08; C -0.17; N 0.28; H 0.44; H 0.31; H 0.45; H 0.62; Se 0.02; Se -0.06; C -0.03; C -0.73; C -0.24; C -0.96; C -0.26; N 0.26; C 0.46; C -0.72; C -0.45; C -0.53; C -0.58; N 0.23; H 0.52; H 0.37; H 0.49; H 0.51; H 0.39; H 0.43; H 0.39; H 0.48; C -0.97; C -0.37; O -0.35; P -0.20; O 0.40; Te -0.43; O -0.20; C -0.09; C -1.06; H 0.30; H 0.20; H 0.32; H 0.29; H 0.42; H 0.16; H 0.30; H 0.17; H 0.43; H 0.33; Br -0.14; C 0.17; C -0.62; C -0.33; C -0.92; C -0.33; C 0.02; C 1.79; O -0.63; O -0.75; H 0.38; H 0.34; H 0.37; H 0.44

***

M readings, ordered: 684.5 397.6 443.6 1029.1 g/mol